(1)
{
  "formula": "C21H30F5GeIN2O3PdSe",
  "method": "ωB97M-V with the def2-TZVPD basis set",
  "spin_multiplicity": 6,
  "lumo_ev": [-8.744, -12.664],
  "de_lowest_kj_mol": 8.9,
  "charge": 3,
  "gap_ha": [0.2789, 0.1290],
  "species": ["Pd", "C", "C", "C", "C", "O", "Ge", "O", "C", "C", "C", "C", "O", "C", "C", "C", "C", "H", "H", "H", "H", "H", "H", "H", "H", "H", "H", "H", "H", "H", "H", "H", "H", "H", "H", "H", "H", "H", "H", "H", "H", "H", "H", "H", "F", "C", "C", "F", "C", "F", "C", "Se", "C", "F", "C", "F", "I", "C", "C", "N", "N", "C", "H", "H", "H"],
  "positions_angstrom": [[-0.411945, 0.169239, 0.018892], [-1.808561, -2.397959, -1.281469], [-0.591800, -2.981755, -0.573971], [0.251321, -3.779988, -1.557612], [-1.001024, -3.837259, 0.613205], [0.195737, -1.879165, -0.028556], [1.873811, -1.283943, -0.830119], [1.657361, 0.183446, 0.499597], [2.245902, 0.191030, 1.831671], [2.941304, 1.533739, 1.989575], [1.126241, 0.027519, 2.848446], [3.237288, -0.957032, 1.955022], [0.635586, -0.119115, -1.816118], [1.060882, 0.809868, -2.854917], [2.481442, 0.477354, -3.284642], [0.088362, 0.632939, -4.010048], [0.995011, 2.223246, -2.297697], [-2.368411, -3.183299, -1.790487], [-2.488323, -1.946473, -0.550343], [-1.507717, -1.663159, -2.030779], [-0.317866, -4.639033, -1.913399], [0.519727, -3.183714, -2.433989], [1.157809, -4.164422, -1.087477], [-1.652651, -4.652902, 0.296909], [-0.126184, -4.268974, 1.098468], [-1.538871, -3.231092, 1.348029], [2.222937, 2.351136, 1.875314], [3.400112, 1.621871, 2.975118], [3.722843, 1.649599, 1.238918], [0.420756, 0.864845, 2.773763], [0.611471, -0.923252, 2.684422], [1.528411, 0.031650, 3.862445], [4.034751, -0.873400, 1.215475], [3.704638, -0.938418, 2.939916], [2.741852, -1.924907, 1.843377], [2.558899, -0.549898, -3.643747], [2.775893, 1.129404, -4.107514], [3.198847, 0.629088, -2.473886], [0.141588, -0.382455, -4.401836], [-0.935894, 0.823513, -3.680284], [0.320662, 1.320566, -4.824339], [1.637533, 2.318638, -1.418007], [1.327659, 2.938997, -3.052609], [-0.038964, 2.453497, -2.031515], [-0.362021, 8.370763, -2.245407], [-0.397286, 7.248951, -1.591409], [0.355507, 7.059774, -0.440364], [1.119342, 7.987669, 0.017856], [0.302039, 5.811744, 0.284713], [1.041217, 5.747160, 1.340421], [-0.482349, 4.726544, -0.117003], [-0.508587, 3.131292, 0.877894], [-1.226012, 4.952443, -1.272975], [-2.029482, 4.049292, -1.739949], [-1.191717, 6.193743, -2.007926], [-1.929066, 6.286412, -3.061740], [-4.308613, -1.082694, 5.074307], [-3.654584, -0.603728, 3.260263], [-4.415061, -0.564204, 2.072030], [-3.576417, -0.244030, 1.113602], [-2.284263, -0.068620, 1.557158], [-2.324618, -0.271488, 2.845460], [-5.465334, -0.747732, 1.895737], [-3.776845, -0.179037, 0.123645], [-1.434848, -0.203968, 3.452444]],
  "atomic_forces_ev_per_a": [[-0.2883, -0.0530, -0.1568], [-0.0304, -0.0815, -0.0549], [-0.0764, 0.0990, 0.0518], [-0.0024, -0.0299, -0.0148], [-0.0448, -0.0271, 0.0008], [0.1372, -0.0368, 0.0357], [-0.0375, 0.1279, 0.0021], [0.0374, -0.0221, -0.0088], [-0.0619, 0.0303, -0.0282], [0.0002, 0.0189, 0.0255], [0.0363, -0.0175, 0.0584], [0.0370, -0.0089, 0.0289], [0.1850, -0.1016, 0.0872], [-0.0869, -0.0216, 0.0141], [0.0312, 0.0169, -0.0467], [-0.0239, 0.0299, -0.0047], [0.0615, 0.0427, -0.0427], [-0.0111, 0.0041, 0.0186], [0.0322, 0.0286, -0.0102], [0.0065, 0.0158, 0.0062], [-0.0002, -0.0003, -0.0053], [0.0043, 0.0018, 0.0070], [0.0057, 0.0268, 0.0089], [0.0106, 0.0071, -0.0044], [0.0058, 0.0133, 0.0004], [-0.0051, 0.0049, -0.0036], [0.0204, -0.0056, 0.0106], [-0.0090, -0.0076, -0.0067], [-0.0069, -0.0075, -0.0068], [0.0031, 0.0064, -0.0199], [-0.0072, 0.0059, -0.0166], [-0.0045, -0.0006, -0.0071], [-0.0133, 0.0009, -0.0151], [-0.0015, 0.0002, -0.0013], [0.0027, 0.0045, -0.0022], [-0.0106, -0.0118, 0.0159], [0.0068, -0.0033, 0.0016], [-0.0079, -0.0009, 0.0038], [0.0000, -0.0054, 0.0072], [0.0029, 0.0017, -0.0060], [0.0038, -0.0035, 0.0120], [-0.0070, -0.0073, 0.0121], [-0.0096, -0.0082, 0.0202], [-0.0467, 0.0135, 0.0146], [0.0063, -0.0127, -0.0003], [-0.0075, -0.0283, 0.0191], [0.0661, 0.1422, 0.0082], [-0.0518, -0.0435, -0.0462], [0.0277, -0.1407, 0.1070], [-0.0370, 0.0262, -0.0582], [-0.0031, 0.0328, -0.0438], [0.0905, 0.0372, 0.0009], [-0.0334, -0.1396, 0.0907], [0.0510, 0.0323, -0.0092], [-0.0574, 0.0712, -0.1275], [0.0510, 0.0147, 0.0565], [0.0146, 0.0171, -0.0336], [-0.0141, 0.0069, 0.0211], [-0.1076, -0.0356, 0.0230], [0.1473, -0.0168, -0.0368], [-0.0100, 0.0737, -0.0233], [0.0680, -0.0987, 0.0675], [0.0171, -0.0108, 0.0078], [-0.0323, 0.0340, 0.0074], [-0.0225, -0.0006, -0.0109]]
}

---

(2)
{
  "formula": "HgIO8S2",
  "method": "ωB97M-V with the def2-TZVPD basis set",
  "lumo_ev": 6.572,
  "charge": -3,
  "gap_ha": 0.1769,
  "species": ["Hg", "S", "O", "O", "O", "O", "S", "O", "O", "O", "O", "I"],
  "positions_angstrom": [[0.268752, 1.530717, 0.616452], [-1.283796, -1.210941, 1.658978], [-1.950831, -1.457679, 2.956813], [-1.412776, 0.270660, 1.302845], [0.164589, -1.428172, 1.757280], [-1.875393, -1.984879, 0.561518], [0.943008, 0.097456, -1.706755], [1.121139, -1.330566, -1.972188], [-0.436643, 0.353915, -1.252808], [1.750478, 0.305717, -0.417323], [1.394381, 0.934916, -2.810988], [1.317093, 3.918858, -0.693823]],
  "atomic_forces_ev_per_a": [[-0.7902, -0.5946, 0.1203], [1.4093, -0.8904, -0.4451], [-0.4342, 0.2311, 0.0188], [-0.6806, 1.9137, 0.5111], [0.2819, -0.3677, 0.4985], [-0.5286, 0.0362, 0.5127], [0.7828, -2.9621, 0.6700], [0.0586, -0.1839, -1.1133], [-1.0449, 1.0095, -1.1581], [1.1646, 1.1099, -0.0945], [0.0462, 0.6136, -0.1753], [-0.2648, 0.0848, 0.6550]]
}

---

(3)
{
  "formula": "C20H16Cl2IN4O8SSc",
  "method": "ωB97M-V with the def2-TZVPD basis set",
  "lumo_ev": -0.580,
  "de_lowest_kj_mol": 36.3,
  "charge": 0,
  "gap_ha": 0.2628,
  "species": ["Sc", "O", "N", "C", "C", "C", "C", "C", "S", "H", "H", "H", "H", "C", "C", "N", "C", "C", "N", "C", "O", "O", "C", "O", "O", "H", "H", "H", "H", "H", "Cl", "C", "C", "C", "Cl", "C", "O", "C", "C", "O", "C", "H", "H", "H", "N", "C", "O", "C", "I", "H", "H", "H", "H"],
  "positions_angstrom": [[0.360176, 0.004037, -0.223008], [0.076254, -0.631684, 1.651181], [0.098384, -1.843937, 2.210819], [-0.502191, -1.957208, 3.418433], [-0.515816, -3.146097, 4.079094], [0.115308, -4.246606, 3.467360], [0.710594, -4.105126, 2.251844], [0.718993, -2.864860, 1.556601], [1.427209, -2.592064, 0.057196], [-0.937808, -1.037119, 3.775363], [-0.998747, -3.218953, 5.039716], [0.128596, -5.207404, 3.961464], [1.199163, -4.934108, 1.763392], [-0.813660, 3.370535, 1.933115], [0.592186, 2.990426, 1.649969], [0.995467, 2.004014, 0.864056], [2.368090, 2.013091, 0.910998], [2.800856, 3.014675, 1.715492], [1.662451, 3.624311, 2.178750], [4.128825, 3.514304, 2.137103], [5.171096, 2.877277, 1.641254], [4.199185, 4.466454, 2.876579], [3.127977, 1.029090, 0.113135], [4.358037, 1.039839, 0.141986], [2.378718, 0.247417, -0.565447], [-1.468093, 2.635732, 1.476059], [-1.041776, 4.354023, 1.522251], [-0.999909, 3.398811, 3.005951], [1.682098, 4.411305, 2.811780], [4.883164, 2.135035, 1.035934], [-6.416381, -2.224381, -2.793448], [-4.759484, -1.873553, -2.392510], [-3.738080, -2.627249, -2.994292], [-2.425057, -2.384458, -2.699971], [-1.181750, -3.307677, -3.471962], [-2.036620, -1.379116, -1.762754], [-0.808019, -1.186693, -1.475586], [-3.095223, -0.618668, -1.200374], [-2.812913, 0.479842, -0.325602], [-1.697793, 0.852989, 0.055761], [-4.446687, -0.875268, -1.516493], [-3.992860, -3.404396, -3.701745], [-3.690254, 1.050773, 0.022930], [-5.227827, -0.280054, -1.064170], [0.664438, 1.882215, -4.172809], [0.768039, 0.977333, -3.190570], [0.318412, 1.220534, -2.072159], [1.425588, -0.326733, -3.540145], [3.484155, -0.062073, -4.023126], [0.285304, 2.790411, -3.957973], [1.155574, 1.746227, -5.041737], [0.955383, -0.758749, -4.422525], [1.367227, -1.036461, -2.717160]],
  "atomic_forces_ev_per_a": [[-0.2130, -0.5474, -0.1587], [-0.1990, -0.0532, 0.5306], [-0.0423, 0.2348, -0.0661], [0.0803, -0.0703, -0.0289], [0.0424, -0.0274, -0.0788], [-0.0918, 0.0591, 0.1498], [0.1045, 0.0801, -0.2409], [-0.0676, -0.1436, 0.2271], [-0.0421, 0.1189, -0.0327], [-0.0125, -0.0182, 0.0131], [-0.0162, -0.0220, 0.0466], [-0.0076, -0.0398, 0.0342], [0.0142, -0.0299, -0.0130], [-0.0426, -0.0151, -0.0096], [0.0786, -0.1224, -0.0574], [-0.1343, 0.1377, 0.2113], [-0.0793, 0.0552, -0.0858], [-0.0254, 0.2178, 0.2746], [-0.0234, -0.1280, -0.1135], [0.4473, -0.1621, -0.2999], [-0.0867, 0.8418, 0.7011], [-0.0378, 0.1158, 0.1687], [-0.2298, -0.1630, -0.2344], [0.0150, -0.3162, -0.3197], [0.5542, 0.0883, -0.0195], [-0.0315, -0.0090, -0.0090], [0.0040, 0.0367, -0.0132], [0.0074, 0.0055, 0.0450], [-0.0198, -0.0397, -0.0493], [0.0124, -0.4524, -0.3243], [0.0710, 0.0142, 0.0121], [-0.0144, 0.0581, 0.0537], [-0.0179, -0.0170, -0.0345], [-0.0439, -0.0100, -0.0054], [0.0001, 0.0452, 0.0449], [0.2110, 0.0092, -0.0130], [-0.1392, -0.0011, -0.1055], [-0.1542, 0.1713, 0.1097], [0.2066, -0.0279, -0.0163], [-0.1901, 0.0823, -0.0242], [0.0862, -0.1423, -0.1052], [0.0012, -0.0083, -0.0018], [0.0481, -0.0467, -0.0086], [-0.0301, 0.0468, 0.0334], [0.0091, -0.0217, -0.1579], [0.1669, 0.1595, -0.1010], [-0.1559, 0.1765, 0.0573], [-0.0252, -0.2776, -0.0261], [-0.0102, 0.0313, 0.0232], [0.0374, -0.0619, 0.0004], [-0.0492, 0.0467, 0.0622], [0.0126, -0.0055, 0.0774], [0.0223, 0.1470, -0.1222]]
}

---

(4)
{
  "formula": "C6H31O10",
  "method": "ωB97M-V with the def2-TZVPD basis set",
  "lumo_ev": 2.900,
  "de_lowest_kj_mol": 55.7,
  "charge": -1,
  "gap_ha": 0.3585,
  "species": ["C", "O", "C", "C", "C", "C", "C", "H", "H", "H", "H", "H", "H", "H", "H", "H", "H", "H", "H", "H", "H", "H", "O", "H", "H", "O", "H", "H", "O", "H", "H", "O", "H", "H", "O", "H", "H", "O", "H", "H", "O", "H", "H", "O", "H", "H", "O"],
  "positions_angstrom": [[0.795826, -1.239743, 0.848703], [2.190445, -0.965222, 0.923233], [0.005083, 0.077101, 0.991130], [-1.513708, -0.176008, 0.897064], [-1.960872, -1.148198, 2.019467], [-2.263018, 1.169647, 0.979018], [-3.714347, 1.025192, 0.480105], [0.559193, -1.707580, -0.102601], [0.599792, -1.934401, 1.702694], [0.262352, 0.554417, 1.980835], [0.347392, 0.788988, 0.144215], [-1.679568, -0.577597, -0.108159], [-3.135916, -1.148122, 2.062531], [-1.619110, -2.134093, 1.888987], [-1.606323, -0.752331, 2.913916], [-1.765991, 1.893174, 0.363509], [-2.242953, 1.594255, 2.001195], [-4.246979, 0.317108, 1.041417], [-3.714406, 0.719109, -0.532671], [-4.235667, 1.983502, 0.575573], [2.430407, 3.076934, -0.674059], [2.682897, 1.857713, -1.561401], [2.539930, 2.822311, -1.589048], [-1.289183, 0.532050, -3.130836], [-0.036072, -0.179232, -2.405382], [-0.956318, 0.348699, -2.231445], [1.389070, -0.953949, -3.532283], [2.080290, -0.345273, -1.945782], [1.133687, -0.954977, -2.632542], [2.728341, -0.361402, 2.441864], [2.804190, -0.944973, 3.823805], [3.008124, -0.137579, 3.334083], [0.734206, 2.755870, -1.570547], [-0.394251, 1.839123, -1.497472], [-0.121104, 2.693754, -1.227177], [1.655795, 2.138253, 1.268076], [0.704999, 2.943910, 0.237416], [1.483388, 3.036915, 0.895288], [2.558442, -0.442971, 0.113227], [3.720402, -0.165613, -1.650479], [2.911454, 0.181596, -1.353227], [0.546156, -3.908218, 0.284227], [-0.648398, -3.558762, -0.658258], [-0.407950, -4.119017, 0.155341], [-1.422114, -1.819586, -1.727785], [-0.052163, -2.123010, -2.258653], [-0.845463, -2.551763, -1.977102]],
  "atomic_forces_ev_per_a": [[0.4501, 0.9849, 0.7425], [0.9868, 0.4442, -0.7835], [0.3648, 0.2096, -0.4592], [0.5300, 0.5183, 0.4930], [-3.1372, 1.2806, -2.0155], [-0.6992, -0.6694, 0.2263], [1.0573, 1.6529, 0.6713], [-0.1296, -0.1678, 0.0254], [-0.0687, 0.4507, -0.8116], [-0.2113, -0.3764, -0.8565], [-0.6007, -1.2128, 1.4220], [-0.2420, -0.1019, 0.2338], [2.1665, -0.2088, 0.0374], [0.3754, -1.2847, -0.2554], [0.5771, 0.5897, 1.8450], [0.3438, 0.3686, -0.3967], [0.0094, -0.3848, -0.2267], [-0.8184, -1.0512, 0.8395], [-0.0253, -0.2588, -1.1819], [-0.0347, -0.0965, -0.1502], [0.0945, 0.1480, 0.8437], [0.2358, -0.1305, 0.0811], [0.2213, 0.2441, -1.2111], [0.1933, -0.0649, 0.6975], [-0.9134, 0.6344, -0.0515], [0.3376, -0.4328, -0.8419], [0.3788, 0.0409, -1.4093], [0.6566, 0.1661, 0.1800], [0.1138, 0.0179, 1.4445], [-0.2149, -0.2066, -0.9814], [0.1049, 0.2648, -0.0192], [0.1844, -0.0359, 1.2066], [2.7910, 0.5217, -1.3152], [-1.0887, -1.8989, -0.6489], [-2.0517, 1.8471, 1.5269], [-0.3756, 1.0805, -0.5168], [1.0592, -0.2030, 1.2661], [-0.7466, -0.7083, -0.1120], [-0.9838, -0.8696, 0.9003], [1.6229, -0.6834, -0.5884], [-2.2019, 0.1788, 0.1991], [-1.1295, -0.2638, -0.1037], [0.3969, -0.7821, 1.0548], [0.7524, 0.6748, -0.7412], [0.0200, 0.0769, -0.1465], [1.6523, 0.8169, -0.5866], [-2.0036, -1.1192, 0.4740]]
}